# 1
A structure of composition C22H41BrNP3SeV. Source: OMol25; level of theory: the ωB97M-V functional and the def2-TZVPD basis.

Geometry as XYZ:
```
70
Properties=species:S:1:pos:R:3:forces:R:3:mulliken_spin:R:1
V 0.681 0.282 1.004 0.808 2.838 -0.383 2.034
P 1.536 -0.485 3.042 0.930 -0.874 2.072 -0.110
P 2.407 -0.675 -0.336 1.710 -1.311 -1.418 -0.060
P -1.482 0.780 1.821 -2.547 0.327 0.854 -0.053
H -3.645 -2.527 -7.051 -0.242 0.267 0.041 0.000
C -4.363 -1.727 -6.847 0.058 0.608 -0.387 0.000
C -4.238 -0.516 -7.411 -0.074 -0.581 0.285 0.000
H -3.412 -0.285 -8.090 -0.286 -0.092 0.264 0.000
C 1.304 -2.222 3.559 -0.258 -0.107 -0.335 0.027
C 3.350 -0.321 3.240 0.074 0.208 -0.298 0.026
C 0.976 0.376 4.559 -0.200 0.267 -0.153 0.023
C 1.978 -0.679 -2.115 -0.258 0.152 0.006 0.001
C 4.041 0.129 -0.340 0.057 0.374 0.300 0.003
C 2.817 -2.443 -0.091 -0.140 -0.073 0.181 0.012
C -2.651 1.078 0.448 0.237 0.041 -0.247 0.002
C -1.673 2.285 2.828 0.369 0.185 0.042 0.004
C -2.399 -0.484 2.775 0.221 -0.157 0.062 0.013
H -5.223 -1.976 -6.217 0.237 0.112 -0.244 0.000
H -4.982 0.269 -7.250 0.269 -0.292 -0.049 0.000
H 1.864 -2.363 4.494 -0.168 0.007 -0.258 -0.001
H 1.679 -2.918 2.800 -0.058 0.100 0.191 0.000
H 0.243 -2.433 3.737 0.212 0.005 -0.010 0.001
H 3.580 -0.559 4.288 0.006 0.012 -0.286 -0.001
H 3.691 0.700 3.033 -0.015 -0.208 0.074 -0.002
H 3.893 -1.008 2.582 -0.109 0.099 0.166 0.001
H 1.562 -0.032 5.393 -0.209 0.099 -0.180 -0.002
H -0.091 0.211 4.748 0.241 -0.004 -0.001 0.000
H 1.156 1.456 4.503 -0.035 -0.200 0.086 0.000
H 2.886 -0.911 -2.689 -0.238 0.051 0.130 -0.002
H 1.602 0.304 -2.423 0.150 -0.127 -0.076 0.001
H 1.205 -1.428 -2.332 0.218 0.136 0.047 0.002
H 4.810 -0.605 -0.617 -0.228 0.269 0.017 -0.002
H 4.275 0.542 0.648 0.092 -0.070 -0.252 -0.003
H 4.027 0.947 -1.071 0.091 -0.141 0.182 0.002
H 3.675 -2.668 -0.739 -0.220 -0.009 0.214 -0.001
H 1.964 -3.071 -0.380 0.361 0.176 0.054 0.004
H 3.074 -2.660 0.953 0.073 0.020 -0.265 -0.003
H -3.594 1.451 0.871 0.233 -0.089 -0.139 -0.002
H -2.837 0.157 -0.119 -0.010 0.217 0.189 0.002
H -2.242 1.828 -0.239 -0.197 -0.014 0.074 0.001
H -2.726 2.377 3.132 0.335 0.011 -0.090 -0.002
H -1.382 3.156 2.229 -0.126 -0.095 0.151 0.001
H -1.032 2.250 3.718 -0.243 0.032 -0.154 -0.001
H -3.307 -0.012 3.177 0.262 -0.172 -0.093 -0.001
H -1.794 -0.880 3.600 -0.233 0.086 -0.105 -0.002
H -2.675 -1.314 2.113 0.013 0.266 0.233 0.002
C -1.623 -1.927 -1.446 -0.864 -0.863 -0.225 0.010
C -1.616 -0.970 -2.461 0.274 0.207 0.122 0.010
C -2.395 -1.183 -3.611 -0.003 -0.282 0.392 0.002
C -3.181 -2.335 -3.720 0.213 -0.146 0.456 -0.002
C -3.211 -3.277 -2.676 0.334 0.634 -0.139 0.000
C -2.431 -3.072 -1.533 0.204 0.180 0.138 -0.004
Se -0.510 -1.855 0.230 -0.737 0.806 -1.812 0.072
H -0.244 -0.359 -0.342 -0.645 -1.934 -0.056 -0.056
H -1.018 -0.059 -2.367 -0.152 -0.256 -0.150 0.003
H -2.390 -0.450 -4.420 0.003 -0.207 0.275 0.000
H -3.768 -2.495 -4.623 0.152 0.059 0.292 0.000
H -3.838 -4.162 -2.755 0.146 0.147 0.063 0.000
H -2.448 -3.786 -0.709 -0.073 0.026 -0.279 -0.001
Br 1.238 5.307 -2.013 0.117 -0.446 0.661 0.000
C 1.565 4.354 -0.398 -0.534 -0.346 -0.893 -0.002
C 2.237 4.964 0.659 -0.170 -0.540 0.084 -0.001
C 2.436 4.218 1.816 -0.008 -0.327 0.273 0.006
C 1.980 2.903 1.898 0.200 0.702 -0.153 0.063
N 1.339 2.329 0.863 -0.210 -0.867 0.163 -0.010
C 1.115 3.029 -0.283 0.480 0.480 0.661 0.017
H 2.581 5.987 0.561 0.018 -0.056 0.091 0.000
H 2.948 4.638 2.673 -0.009 0.075 -0.076 0.000
H 2.128 2.307 2.808 -0.078 0.355 -0.547 -0.018
H 0.581 2.519 -1.089 0.177 0.252 0.163 -0.003
```
Positions in Å, forces in eV/Å.

## Properties
**ΔE to the lowest compared entry with this formula, charge and spin**: 2.2 kcal per mole
**Strongest force on any atom**: 2.98 eV/A
**Spin multiplicity**: 3
**Charge**: +3
**Frontier orbital gap (alpha / beta)**: 3.823 / 3.951 eV
**HOMO (alpha / beta)**: -15.2 / -15.2 eV

***

# 2
A cluster of 6 separate species, C22H41BrO10S in total. Source: OMol25; level of theory: the ωB97M-V functional and the def2-TZVPD basis.

Geometry as XYZ:
```
75
Properties=species:S:1:pos:R:3:forces:R:3:mulliken_charge:R:1
O 2.264 -2.074 0.127 -0.199 -0.071 -0.073 -0.595
C 1.469 -1.741 -0.721 0.702 0.091 0.974 0.294
O 0.541 -2.590 -1.182 -0.274 0.384 -0.268 -0.318
C 1.481 -0.358 -1.291 -0.528 -0.265 -1.146 0.209
C 0.391 -0.009 -2.308 -0.062 0.202 0.499 -1.655
C -1.050 -0.180 -1.813 -0.171 0.184 -1.067 -0.004
C -1.816 -1.314 -2.505 0.107 -0.132 0.170 -0.482
C -3.025 -1.806 -1.721 0.039 0.205 0.071 -0.518
Br -2.619 -3.224 -0.436 -0.050 -0.128 -0.139 -0.111
C -3.699 -0.643 -1.002 0.896 -0.312 -0.160 -0.903
S -2.556 0.152 0.142 -0.567 0.904 1.268 1.052
O -2.727 1.567 0.034 0.146 0.338 -0.864 -0.664
O -2.717 -0.349 1.464 0.229 -0.901 0.012 -0.599
O -1.118 -0.276 -0.375 -0.398 -0.223 -0.019 -0.229
H 0.481 -3.317 -0.549 0.143 -0.261 -0.043 0.299
H 2.434 -0.262 -1.802 0.251 0.043 0.011 0.409
H 1.499 0.395 -0.516 0.000 -0.277 0.356 0.049
H 0.523 1.042 -2.551 0.140 0.142 -0.005 0.508
H 0.508 -0.543 -3.246 0.007 -0.287 -0.031 0.364
H -1.574 0.736 -2.090 -0.023 0.203 0.183 0.696
H -1.170 -2.133 -2.788 0.058 -0.189 0.104 0.391
H -2.206 -0.902 -3.436 -0.032 0.034 -0.158 0.482
H -3.719 -2.246 -2.423 -0.169 -0.220 0.028 0.365
H -4.551 -0.933 -0.402 -0.184 -0.022 0.082 0.540
H -3.963 0.090 -1.758 -0.166 0.280 0.081 0.385
C -4.881 -3.466 -6.385 0.176 0.174 0.004 -1.181
C -4.025 -3.888 -5.216 -0.035 -0.080 -0.017 0.883
C -4.438 -5.138 -4.479 0.199 0.079 0.132 -1.169
O -3.051 -3.252 -4.882 0.018 0.133 0.085 -0.516
H -4.475 -2.557 -6.823 0.009 -0.004 0.006 0.311
H -4.892 -4.252 -7.141 -0.131 -0.044 0.039 0.340
H -5.902 -3.277 -6.051 -0.047 -0.129 -0.052 0.338
H -4.431 -5.991 -5.159 -0.143 0.001 -0.013 0.420
H -5.442 -5.017 -4.069 -0.060 -0.085 -0.106 0.317
H -3.741 -5.327 -3.665 0.004 0.013 -0.001 0.275
C -1.858 1.779 3.839 -0.127 0.272 0.065 -0.807
C -1.709 2.322 5.238 0.010 -0.001 -0.054 0.644
C -0.942 1.468 6.221 -0.057 0.178 0.149 -1.085
O -2.179 3.388 5.563 -0.003 0.042 0.030 -0.566
H -2.426 2.483 3.235 -0.003 -0.008 -0.019 0.274
H -0.875 1.636 3.387 -0.019 -0.187 0.002 0.216
H -2.388 0.827 3.858 0.152 -0.094 -0.074 0.413
H 0.076 1.311 5.864 -0.030 -0.136 -0.047 0.295
H -1.433 0.501 6.338 0.098 -0.067 -0.087 0.316
H -0.907 1.969 7.186 -0.008 0.010 -0.008 0.307
C 5.715 -3.313 4.148 0.034 -0.225 0.044 -1.080
C 4.418 -3.837 3.574 -0.042 0.057 -0.009 0.756
C 3.489 -2.823 2.955 -0.052 -0.240 0.079 -0.893
O 4.145 -5.013 3.610 0.009 -0.064 0.014 -0.552
H 6.290 -4.139 4.559 -0.011 -0.007 -0.004 0.300
H 6.300 -2.826 3.366 -0.037 0.129 0.045 0.305
H 5.508 -2.592 4.941 0.030 0.110 -0.084 0.311
H 3.980 -2.318 2.123 -0.025 0.119 0.043 0.281
H 3.193 -2.085 3.702 0.097 0.100 -0.055 0.363
H 2.601 -3.324 2.581 0.001 0.009 -0.038 0.228
C 4.649 1.913 -1.313 -0.224 -0.054 -0.048 -1.177
C 3.738 2.457 -0.239 0.020 0.172 0.089 0.816
C 4.373 3.332 0.810 -0.175 -0.021 0.094 -1.249
O 2.554 2.213 -0.216 0.115 -0.010 -0.045 -0.382
H 4.077 1.308 -2.011 -0.015 -0.003 -0.025 0.216
H 5.112 2.737 -1.858 0.111 -0.009 0.071 0.383
H 5.429 1.297 -0.864 0.088 0.093 -0.009 0.341
H 4.823 4.208 0.341 0.105 -0.045 0.004 0.351
H 5.144 2.774 1.345 0.101 0.064 -0.073 0.392
H 3.613 3.659 1.515 -0.014 0.006 -0.018 0.259
C -0.232 3.898 0.522 0.258 -0.064 -0.198 -0.207
C 0.320 5.208 0.020 -0.056 -0.069 0.068 0.687
C -0.517 6.439 0.278 0.195 0.121 -0.122 -1.238
O 1.378 5.280 -0.562 0.067 0.037 -0.034 -0.555
H 0.461 3.095 0.278 0.001 0.052 0.032 -0.194
H -0.362 3.940 1.605 -0.177 0.022 -0.009 0.267
H -1.196 3.690 0.055 -0.101 0.037 0.167 0.297
H -0.658 6.576 1.352 -0.140 -0.057 -0.005 0.324
H -1.493 6.334 -0.198 -0.066 -0.037 0.130 0.324
H -0.014 7.313 -0.129 0.007 -0.007 -0.003 0.336
```
Positions in Å, forces in eV/Å.

## Properties
**Structure (SMILES)**: O=C(O)CC[C@H]1C[C@@H](Br)CS(=O)(=O)O1.CC(C)=O.CC(C)=O.CC(C)=O.CC(C)=O.CC(C)=O
**Strongest force on any atom**: 1.66 eV/A
**Spin multiplicity**: 1
**Frontier orbital gap**: 9.422 eV
**HOMO**: -9.2 eV

***

# 3
A structure of composition C22H41Cl3CoN3O5Si. Source: OMol25; level of theory: the ωB97M-V functional and the def2-TZVPD basis.

Geometry as XYZ:
```
76
Properties=species:S:1:pos:R:3:forces:R:3:mulliken_spin:R:1
C -2.293 -2.430 -1.978 -0.395 0.332 -0.002 0.000
C -0.924 -3.009 -1.988 1.233 -1.377 -0.552 0.039
H -2.469 -1.880 -2.912 -0.033 0.024 0.324 0.000
H -2.464 -1.773 -1.127 0.008 0.177 -0.097 0.001
H -3.052 -3.227 -1.931 0.224 0.131 0.003 0.000
C -0.518 -3.784 -3.015 -0.326 0.386 1.213 0.001
C -1.212 -3.959 -4.303 -0.079 -0.131 -0.876 0.004
H 0.380 -4.385 -2.941 0.124 0.288 0.183 0.001
H -1.648 -3.040 -4.703 -0.061 0.009 0.182 0.000
H -1.990 -4.728 -4.301 -0.034 0.022 0.119 0.000
H -0.449 -4.283 -5.016 -0.244 -0.027 -0.195 0.000
Co -0.565 -1.698 1.657 -0.104 0.427 -0.001 2.987
Cl -2.479 -0.531 1.486 -0.262 -0.117 0.282 0.124
Cl -0.087 -3.403 2.930 -0.246 -0.015 0.300 0.149
C 1.163 -0.337 3.404 -0.082 0.557 -0.169 -0.013
O 0.638 -0.243 2.260 -0.315 -0.308 1.732 0.049
N 1.781 0.701 3.944 0.174 -0.219 -0.105 0.004
C 1.836 1.975 3.217 -0.082 0.180 -0.269 0.009
C 2.597 0.559 5.145 0.054 -0.466 0.327 -0.001
H 1.098 -1.268 3.996 0.181 0.352 -0.234 0.001
H 0.812 2.320 2.988 0.503 -0.094 -0.126 -0.003
H 2.411 1.864 2.275 -0.349 0.132 0.519 -0.001
H 2.323 2.693 3.888 -0.147 -0.113 -0.424 0.000
H 2.036 0.050 5.936 0.090 0.073 -0.127 0.000
H 2.885 1.544 5.502 -0.139 -0.017 0.015 0.000
H 3.520 -0.003 4.960 -0.190 0.093 -0.095 0.000
H -4.091 2.507 -0.683 0.067 0.236 -0.103 0.001
H -2.801 2.226 -3.025 0.067 0.015 -0.009 0.000
C -4.001 3.555 -1.019 0.147 0.151 0.178 -0.001
C -2.549 3.290 -2.991 -0.118 -0.148 0.027 0.000
N -2.715 3.802 -1.649 -0.281 -0.254 -0.401 0.000
H -4.108 4.216 -0.151 -0.005 -0.226 -0.234 0.000
C -1.747 4.573 -1.100 0.359 0.449 0.373 0.000
O -0.669 4.812 -1.636 -0.358 -0.149 -0.020 0.000
H -1.517 3.435 -3.300 -0.017 0.005 -0.008 0.000
H -2.018 4.950 -0.092 0.231 -0.148 -0.689 0.000
H -4.815 3.747 -1.733 0.182 0.029 0.143 0.000
H -3.217 3.821 -3.679 0.056 -0.031 -0.063 0.000
O -0.008 -1.828 -0.027 -0.423 1.828 -0.178 0.605
C -0.020 -2.986 -0.739 -0.895 -1.967 -0.822 -0.019
C 2.147 -2.924 -2.118 0.210 -0.352 0.111 0.021
C 1.441 -3.295 -0.966 0.409 0.394 -0.403 0.023
H 1.615 -2.391 -2.923 0.505 -0.450 0.404 0.004
C 3.502 -3.288 -2.214 -0.532 0.422 -0.375 -0.007
H -0.375 -3.763 -0.047 -0.156 -0.257 -0.201 0.016
C 2.083 -3.869 0.119 0.154 -0.400 0.266 -0.003
H 4.040 -3.099 -3.155 -0.177 0.025 0.616 0.000
C 4.133 -3.906 -1.142 0.125 -0.364 0.516 0.018
C 3.429 -4.203 0.034 -0.156 0.095 -0.184 -0.011
H 1.493 -4.055 1.031 0.507 -0.087 -0.559 0.001
H 5.188 -4.174 -1.194 -0.231 0.041 -0.138 0.001
H 3.878 -4.735 0.874 0.160 0.286 -0.301 -0.001
Si 1.398 0.299 -1.548 0.733 0.398 1.208 0.000
Cl 0.033 -0.217 -3.094 -0.041 -0.538 0.171 0.001
C 2.928 0.436 -2.664 0.379 0.636 -0.561 0.000
C 2.463 -0.258 -0.046 -0.408 -0.910 0.515 0.024
C 0.185 1.400 -0.599 -0.300 0.354 -0.293 -0.004
H 3.852 0.278 -2.068 -0.605 0.068 -0.412 0.000
H 2.977 1.447 -3.084 0.133 0.005 -0.099 0.000
H 2.943 -0.244 -3.547 -0.249 0.346 0.729 0.000
H -0.311 2.063 -1.310 0.027 0.297 0.173 0.000
H 0.636 2.000 0.211 -0.169 -0.229 -0.382 -0.002
H -0.658 0.803 -0.150 1.027 0.222 -0.453 0.002
H 3.025 -1.187 -0.256 -0.034 0.485 0.249 -0.002
H 1.878 -0.363 0.891 0.791 -0.032 -1.105 -0.012
H 3.191 0.575 0.115 -0.469 -0.394 -0.379 -0.002
N -2.566 1.914 3.653 -0.425 -0.874 0.906 -0.002
C -3.132 3.240 3.337 -0.052 0.095 -0.343 -0.001
C -2.226 3.805 2.239 0.380 1.387 -1.421 -0.001
O -2.707 4.759 1.586 0.095 -0.879 1.518 0.000
O -1.093 3.262 2.127 -0.577 -0.063 0.594 0.000
H -2.867 1.155 3.011 0.177 0.281 0.039 0.000
H -2.803 1.649 4.610 0.183 -0.226 -0.179 -0.001
H -1.542 2.005 3.510 -0.040 0.259 -0.367 0.000
H -4.168 3.157 3.009 0.157 -0.029 0.030 0.000
H -3.066 3.881 4.216 -0.044 -0.096 -0.010 0.000
```
Positions in Å, forces in eV/Å.

## Properties
**ΔE to the lowest compared entry with this formula, charge and spin**: 46.3 kcal per mole
**Strongest force on any atom**: 2.31 eV/A
**Spin multiplicity**: 5
**Frontier orbital gap (alpha / beta)**: 7.706 / 5.085 eV
**HOMO (alpha / beta)**: -8.0 / -8.0 eV